No. 1
DFT (ωB97M-V/def2-TZVPD) results for an isolated ion of composition C6H14NO and charge -1 in a non-equilibrium geometry.

Geometry as XYZ:
```
22
Properties=species:S:1:pos:R:3
C 1.946 -1.730 -0.226
C 0.511 -1.478 0.315
N 0.105 -0.117 -0.100
C -0.679 0.473 1.002
C 0.222 1.413 1.836
C -0.598 -0.092 -1.393
C -1.198 1.292 -1.627
O -2.563 1.193 -1.303
H 2.364 -0.796 -0.607
H 2.573 -1.991 0.636
H 1.897 -2.436 -1.040
H 0.414 -1.548 1.401
H -0.147 -2.216 -0.175
H -1.625 0.965 0.708
H -1.139 -0.361 1.665
H 1.060 0.872 2.252
H -0.511 1.838 2.523
H 0.590 2.168 1.133
H -1.355 -0.910 -1.377
H 0.217 -0.360 -2.082
H -0.882 2.060 -0.891
H -1.201 1.762 -2.652
```

Summary:
- Total charge: -1
- E: -9984.6063 eV
- LUMO energy: 3.8 eV
- Structure (SMILES): CCN(CC)CC[O-]
- Molar mass: 116.18 g/mol
- HOMO level: -2.0 eV

=====

No. 2
DFT (ωB97M-V/def2-TZVPD) results for an isolated ion of composition C6H14NO and charge -1 in a non-equilibrium geometry.

Geometry as XYZ:
```
22
Properties=species:S:1:pos:R:3
C 2.374 1.107 -1.480
C 1.180 0.147 -1.249
C 0.737 -0.062 0.203
C -0.643 -0.713 0.651
C -0.271 -1.412 1.980
N -1.555 0.410 0.900
C -2.417 0.578 -0.408
O -3.095 -0.482 -0.757
H 3.157 0.473 -1.895
H 2.062 1.801 -2.262
H 2.768 1.662 -0.632
H 0.271 0.542 -1.725
H 1.386 -0.756 -1.834
H 0.655 0.946 0.620
H 1.586 -0.534 0.720
H -1.000 -1.444 -0.062
H 0.581 -2.109 1.872
H -1.071 -2.086 2.290
H 0.158 -0.754 2.732
H -2.227 0.202 1.621
H -1.625 1.001 -1.108
H -3.011 1.480 -0.175
```

Summary:
- Total charge: -1
- E: -9985.6465 eV
- LUMO energy: 3.8 eV
- Structure (SMILES): CCC[C@@H](C)NC[O-]
- Molar mass: 116.18 g/mol
- HOMO level: -2.6 eV

=====

No. 3
DFT (ωB97M-V/def2-TZVPD) results for a 2-piece molecular cluster, C6H14NO overall.

Geometry as XYZ:
```
22
Properties=species:S:1:pos:R:3
C -2.554 -2.258 -0.462
C -1.713 -1.008 -0.480
C -1.855 -0.073 0.463
C -0.741 -0.890 -1.605
H -3.189 -2.313 -1.352
H -3.224 -2.303 0.401
H -1.930 -3.159 -0.458
H -1.226 0.810 0.391
H -2.547 -0.202 1.289
H -0.150 0.063 -1.528
H -1.259 -0.945 -2.569
H -0.067 -1.754 -1.517
C 1.591 0.744 2.038
N 2.494 1.164 0.967
C 1.867 0.900 -0.383
O 0.712 1.506 -0.634
H 0.608 1.230 1.984
H 2.066 0.979 2.994
H 1.426 -0.335 1.995
H 2.545 2.178 1.003
H 1.811 -0.220 -0.456
H 2.719 1.168 -1.063
```

Summary:
- Total charge: -1
- E: -9985.8134 eV
- LUMO energy: 3.8 eV
- Molar mass: 116.18 g/mol
- HOMO level: -2.8 eV